Record 1
ORCA calculation (ωB97M-V with the def2-TZVPD basis set) on an isolated molecule of C19H21FN2O5.

Each line ends with the Mulliken charge.
Atoms and positions in Å:
C  2.785  2.244  4.528  0.315
H  -4.146  -4.108  -4.524  0.438
N  2.026  -0.935  1.446  -0.290
C  0.635  3.760  5.440  -0.296
H  -3.704  -0.370  -2.809  0.495
H  -4.678  -2.660  -2.615  0.429
H  -0.513  -2.320  -6.022  0.312
C  2.976  3.404  5.124  -0.174
C  0.328  2.635  4.560  -0.599
F  3.914  1.474  4.312  -0.316
C  -3.078  -1.230  -3.112  0.760
C  -3.262  -1.420  -4.572  -0.223
C  -0.545  -1.426  -3.851  0.740
O  3.172  0.324  0.001  -0.584
C  -3.088  -3.974  -4.346  -1.210
H  2.412  -2.646  -1.026  0.446
H  -2.733  -2.717  -6.219  0.433
H  -2.565  -4.857  -4.685  0.417
H  -0.282  4.156  5.908  0.324
H  1.456  -1.775  1.662  0.271
H  -1.407  -1.744  -1.911  0.420
H  -1.966  -3.846  -2.490  0.299
C  -0.924  -2.520  -5.003  -1.077
N  2.260  0.059  2.470  -0.089
C  1.934  4.152  5.748  -0.587
C  2.224  -1.588  -1.127  -0.508
H  4.072  3.668  5.222  0.322
O  1.742  -2.037  -3.815  -0.536
C  -3.591  -2.551  -2.394  -1.286
O  0.932  -1.388  -1.693  -0.210
C  -2.997  -3.787  -2.795  -0.416
H  3.088  0.733  2.442  0.275
H  -0.508  -3.523  -4.733  0.333
H  -0.364  -0.433  -4.365  0.374
H  -1.504  -0.087  -2.460  0.451
C  0.858  -1.717  -3.096  0.006
H  2.313  4.863  6.425  0.423
C  -2.535  -2.682  -5.128  0.446
C  -1.637  -1.107  -2.761  -1.609
C  1.441  1.790  4.187  0.262
H  -0.683  2.280  4.357  0.408
H  -3.428  -2.329  -1.342  0.359
C  2.551  -0.705  0.147  0.366
C  1.330  0.537  3.388  0.476
H  2.987  -1.227  -1.910  0.305
H  -3.598  -4.499  -2.278  0.393
O  -3.886  -0.605  -5.271  -0.657
O  0.250  0.054  3.262  -0.631

Properties
SMILES: O=C(COC(=O)[C@H]1C[C@H]2CCC[C@@H](C1)C2=O)NNC(=O)c1ccccc1F


Record 2
ORCA calculation (ωB97M-V with the def2-TZVPD basis set) on an isolated molecule of C5H8O.

Each line ends with the Mulliken charge.
Atoms and positions in Å:
H  -1.003  -1.859  0.686  0.256
O  -0.480  -0.176  1.868  -0.426
H  -1.940  1.102  1.006  0.376
C  -0.359  0.606  -0.467  -0.302
H  2.069  1.167  -1.258  0.300
C  -1.211  0.327  0.754  -0.038
H  2.427  -0.500  -1.895  0.327
C  1.976  0.080  -1.081  -0.927
H  2.584  -0.182  -0.194  0.265
C  -1.432  -1.032  1.249  -0.401
C  0.655  -0.457  -0.702  -0.253
H  0.014  1.647  -0.442  0.320
H  -2.316  -1.239  1.853  0.270
H  -0.985  0.516  -1.377  0.233


Record 3
ORCA calculation (ωB97M-V with the def2-TZVPD basis set) on a structure of composition C19H19N2O2PdSi.

Each line ends with the Mulliken charge.
Atoms and positions in Å:
H  5.724  2.488  1.493  0.266
H  4.386  -0.100  3.000  0.485
H  6.043  1.497  0.068  0.305
H  -4.007  0.517  2.659  0.267
C  3.859  -1.184  6.166  -0.370
H  5.423  4.081  -2.410  0.278
C  2.871  2.051  -0.107  -0.905
H  4.710  5.561  0.172  0.296
C  -1.553  0.626  1.951  -0.081
C  -4.926  1.735  -0.351  -0.292
Pd  0.709  1.762  -0.055  -0.151
C  1.775  -0.769  5.037  -0.343
N  0.445  0.149  2.747  -0.200
H  4.822  2.439  -2.704  0.282
C  4.588  3.397  -2.233  -0.958
H  2.981  5.271  -0.105  0.302
C  -2.476  1.548  -0.242  0.644
O  -1.366  1.719  -0.824  -0.766
Si  4.256  3.170  -0.398  0.162
C  1.709  0.052  2.681  0.227
H  4.402  -1.494  7.050  0.366
H  -3.587  2.283  -1.926  0.389
H  0.694  -0.749  5.024  0.416
C  2.333  1.240  0.720  1.280
C  2.458  -0.381  3.883  0.535
N  -0.306  0.512  1.645  -0.618
C  -3.693  1.891  -0.922  -0.644
C  -3.926  0.899  1.646  -0.550
H  5.627  -0.810  5.011  0.388
C  4.544  -0.801  5.023  -0.605
O  2.558  0.248  1.620  -0.398
H  3.719  4.771  1.414  0.279
H  -6.042  1.124  1.411  0.368
C  5.832  2.514  0.406  -0.984
H  6.696  3.140  0.166  0.292
C  2.469  -1.164  6.166  -0.610
H  -5.811  2.007  -0.916  0.325
C  -5.065  1.235  0.958  -0.667
H  1.925  -1.461  7.054  0.368
C  -2.636  1.018  1.093  0.427
H  -1.823  0.398  2.987  0.329
C  3.851  -0.402  3.889  -0.417
C  3.889  4.857  0.339  -1.007
H  3.701  3.800  -2.727  0.288

Properties
total charge: -1


For each record above, in turn, the calculated maximum force values are 4.28 0.44 0.46 eV/Å.
For each record above, in turn, the calculated highest occupied orbital energy values are -9.18 -8.38 -3.66 eV.
For each record above, in turn, the calculated energy above the lowest of the compared OMol25 structures with the same formula, charge and spin values are 0.0 476.2 35.8 kJ/mol.